(1)
A molecular structure, C18H25FN2O5S2, computed with the ωB97M-V functional and the def2-TZVPD basis.

The geometry in XYZ format:
```
53
Properties=species:S:1:pos:R:3
H -3.1768 -0.2860 1.4728
H 0.4620 1.5502 -1.3663
H 3.7207 -2.1915 1.7806
S 1.7386 -4.8767 -3.0057
O 1.9177 3.0656 5.1045
O 1.9644 4.7871 3.3833
C 1.0470 2.3887 2.7309
C 0.6971 0.9649 0.6793
N 2.5454 -3.6155 -2.4778
C 1.0531 0.8193 -0.8126
H 0.7448 1.5202 3.3118
C 1.6476 -2.6719 -2.1611
H 0.7736 0.0117 1.2027
H 1.5232 2.9158 0.7143
H -1.4122 0.8042 -0.8943
C 1.5764 2.0237 1.3451
C 0.3097 -3.1134 -2.3941
C 0.8334 -0.5651 -1.3773
H 2.2781 -1.2505 1.5802
H -0.3354 1.3038 0.7811
H 2.5897 -2.6797 0.5427
H -3.6609 -1.0122 -1.3142
H 3.8428 0.0985 0.4447
O -7.1420 1.2357 -1.9735
H 2.6144 1.7075 1.4020
C -0.7681 -2.2498 -2.1187
H -5.3767 0.4924 1.4298
C -3.4609 0.1167 0.4988
N 0.2222 -4.3558 -2.8767
H -1.7788 -2.5888 -2.2983
O -5.4265 1.0617 -0.5449
H -2.0782 0.1917 -2.3794
C 3.8107 -0.9178 0.0549
S 2.2470 3.2542 3.7296
H 3.3826 0.1313 -1.7787
H 1.4444 4.8839 2.5777
C -0.5207 -1.0109 -1.6364
C -2.8617 -0.7691 -0.6120
C -1.7132 -0.1060 -1.3947
C 3.0297 -1.8118 1.0279
C 3.3226 -0.8906 -1.4014
C -4.9752 0.1550 0.4770
F 4.2265 -1.6119 -2.1712
H 2.0915 1.1054 -0.9566
C 1.9060 -1.3702 -1.6338
H -5.3768 -0.8388 0.2660
H 4.8312 -1.2916 0.0083
H 0.1837 3.0476 2.6358
H -3.0861 1.1383 0.4438
H -6.1528 -0.4950 -1.6999
H -2.5436 -1.7120 -0.1724
O 3.5640 2.9384 3.2742
C -6.2951 0.5688 -1.4480
```

* energy relative to the best compared isomer or geometry (same formula, charge and spin): 0.0 kJ/mol
* strongest force on any atom: 0.9 eV/Å
* LUMO energy: -0.58 eV
* HOMO-LUMO gap: 8.50 eV



(2)
C18H25N3O4 in the gas phase, computed with the ωB97M-V functional and the def2-TZVPD basis.

The geometry in XYZ format:
```
50
Properties=species:S:1:pos:R:3
O 7.0037 -0.6287 -0.5680
C -4.0086 -2.2849 0.2274
C 6.5291 -1.2115 0.6230
H -3.5907 2.2589 -1.3053
H 3.2137 0.3385 2.1424
H 4.6807 -1.4655 1.7084
C -4.2345 1.7684 -0.5953
H -0.3449 -0.7824 -0.1600
C -6.0490 1.9196 0.9709
N -0.2020 0.2178 -0.0898
H 4.5243 -1.5806 -0.0688
H 0.7264 0.3256 1.7673
H -5.3791 3.5342 -0.2649
H 7.0615 1.1150 -1.5648
C -2.8104 -1.6261 -0.4370
C -1.9909 0.2611 -1.6753
O -1.7853 -2.2407 -0.6830
C 5.0144 -1.0409 0.7597
H 3.3228 1.8212 1.1835
H 4.9504 2.0286 -0.5034
C -5.2408 2.5005 0.0103
H 2.3744 0.6123 -0.7892
C -4.8536 -0.1478 0.7158
H -6.8285 2.4923 1.4485
C 2.2360 0.2266 0.2222
H 2.2512 -0.8647 0.1806
H 6.7993 -2.2678 0.5756
C 0.8775 0.6898 0.7456
H -4.4291 -3.4675 -1.5296
H -2.4702 0.9284 -2.3914
H -3.6563 -3.1351 0.8207
H 4.6851 0.4954 -1.3825
C -0.9340 1.0306 -0.8693
H -5.3187 -1.9344 -1.4620
C -5.8519 0.5980 1.3253
H 0.8232 1.7809 0.7454
N -2.9910 -0.3362 -0.8081
H -1.5050 -0.5584 -2.2125
C 6.6803 0.7417 -0.6128
O -0.8113 2.2350 -0.9283
H 7.0214 -0.7436 1.4887
C 3.3690 0.7295 1.1318
H -6.4544 0.1192 2.0804
O -4.6745 -1.4336 1.1369
N 4.7164 0.3786 0.7435
C -4.9546 -2.7768 -0.8760
C -4.0332 0.4354 -0.2590
C 5.1694 0.9594 -0.5063
H -5.8048 -3.2838 -0.4267
H 7.1773 1.2687 0.2154
```

* energy relative to the best compared isomer or geometry (same formula, charge and spin): 174.3 kJ/mol
* strongest force on any atom: 0.7 eV/Å
* LUMO energy: 0.72 eV
* HOMO-LUMO gap: 9.17 eV
* SMILES string: C[C@@H]1Oc2ccccc2N(CC(=O)NCCCN2CCOCC2)C1=O



(3)
A molecular structure, C18H25N3O4PZn, computed with the ωB97M-V functional and the def2-TZVPD basis.

The geometry in XYZ format:
```
52
Properties=species:S:1:pos:R:3
H -2.7829 -1.9860 -1.0082
N 1.0574 0.1556 -2.1753
C -2.0401 -2.3450 -1.7087
C 3.5961 0.9572 2.2879
H 1.9994 1.5498 0.9618
O 0.0189 0.4250 2.6621
H -0.5256 2.9947 3.1049
H 2.0977 -1.6670 -2.1850
C -0.0902 -3.1574 -3.4180
C 0.0439 3.5568 -3.0412
C 0.0360 2.3012 -2.4592
C -1.2989 1.0033 2.8504
O -0.0897 -1.9237 1.5943
N -0.9162 -1.6204 -1.8094
C -1.6830 4.2033 -1.5162
H -1.0626 -2.2309 4.1151
H -0.7077 2.0821 4.6107
N -0.7943 1.9982 -1.4483
C -1.1528 2.2803 3.6372
C -0.8199 4.5230 -2.5571
H -1.4430 -3.6404 3.1081
P 0.3312 -0.4249 1.3517
H 0.7160 3.7336 -3.8685
C -1.6401 2.9284 -0.9906
O 1.2775 1.2761 -4.1858
H -1.3797 -4.7923 -3.9170
C 0.4608 -2.7356 2.6796
H 0.7036 -3.4462 -4.0932
H 3.0212 1.1064 3.2013
H 4.2723 0.1156 2.4310
O 1.9088 -0.5055 1.3599
C 0.8901 1.1734 -3.0325
H -0.8321 5.5139 -2.9905
C 0.0539 -2.0068 -2.6536
C -1.2493 -3.9014 -3.3177
H -2.1334 2.7297 3.7937
H 4.1947 1.8496 2.1047
H -1.9076 0.2672 3.3761
C -2.2503 -3.4874 -2.4461
H -3.1750 -4.0358 -2.3432
H -0.2540 -3.7708 4.4075
Zn -0.3705 0.0915 -0.8223
H -1.7510 1.1850 1.8692
C 1.3074 -1.1481 -2.7391
C 2.6825 0.7092 1.1162
H 0.9019 -3.6045 2.1959
H 1.2541 -2.1781 3.1763
H 3.2224 0.5389 0.1867
H 1.6283 -1.0846 -3.7813
C -0.6454 -3.1139 3.6308
H -2.2978 2.6325 -0.1833
H -2.3829 4.9253 -1.1219
```

* strongest force on any atom: 0.4 eV/Å
* LUMO energy: -2.60 eV
* HOMO-LUMO gap: 9.09 eV
* total charge: +1



| no. | M (g/mol) | calculated total energy (a.u.) | HOMO energy (eV) |
| --- | --- | --- | --- |
| 1 | 432.5 | -2082.818698 | -9.08 |
| 2 | 347.4 | -1166.150852 | -8.45 |
| 3 | 443.8 | -3286.745692 | -11.69 |